Entry 1:
115
Properties=species:S:1:pos:R:3:forces:R:3 method="wB97M-V/def2-TZVPD" homo_ev="-0.4 / -0.4" orbital_gap_ev="4.16 / 3.02" e_above_lowest_kcal_mol=60.1 energy_ha=-14031.2793 total_charge=-2 spin_multiplicity=3
H -1.9234 -0.7049 -7.5940 0.018 -0.002 0.018
H -5.6863 1.4900 1.7915 0.022 -0.013 -0.024
H 0.3097 5.4899 0.1477 -0.013 -0.031 -0.015
C -0.8173 -1.6485 5.7208 0.040 0.052 -0.097
H -1.8625 6.2651 -0.3235 -0.005 -0.013 -0.015
C 3.1376 -4.4210 0.7998 -0.133 0.023 -0.145
H -0.9982 6.7647 -3.2548 0.008 -0.011 0.016
H -1.7281 1.8371 -7.4198 0.016 0.000 0.020
H -1.7367 -1.2103 6.1193 -0.006 -0.013 0.012
C 4.2986 -5.3277 2.7440 0.083 0.100 -0.117
H 5.1834 -5.3877 3.3644 -0.013 -0.027 -0.015
C -1.0928 -1.7492 -0.5375 0.721 0.479 -0.456
H 1.0962 -6.4125 2.6962 0.007 -0.004 -0.019
N -0.5834 2.7684 -1.5565 0.016 -0.018 -0.207
H -4.1933 -0.7403 3.2800 0.026 -0.007 0.003
C -0.9419 1.7044 -6.6687 -0.020 0.001 -0.031
Se 3.9573 -1.1824 1.2493 2.700 0.832 1.681
S 1.4845 0.9058 1.2094 -0.230 0.596 0.206
H -2.9830 6.3919 -1.6867 0.018 -0.008 0.011
C 4.2836 -4.5607 1.5835 0.098 -0.045 0.121
N 0.0747 1.8704 -0.8251 0.247 -0.432 -0.132
C 3.0923 -3.5341 -0.3989 -0.353 -0.141 0.182
C -1.1245 -0.7886 -6.8493 -0.027 -0.003 -0.032
C -2.5437 0.4596 -5.2251 -0.044 -0.002 -0.019
H 2.4476 -3.9575 -1.1673 0.092 -0.097 -0.071
H 2.3473 -0.6472 3.2802 0.098 -0.076 -0.020
N 1.7131 -1.2494 3.7936 -0.142 -0.147 0.060
H -4.3200 0.9286 3.8696 0.014 -0.026 -0.021
H 1.5820 0.2317 -6.2681 0.003 -0.006 0.009
C -0.4204 6.0508 -2.6607 0.020 0.007 -0.016
H -0.0141 0.2450 5.0495 -0.002 0.025 0.032
H -2.6061 1.2868 -4.5176 0.003 -0.005 -0.015
H -3.3106 0.5859 -5.9973 0.006 -0.002 0.020
H -2.6975 5.0079 -3.7180 0.009 -0.023 -0.001
H -1.9633 -2.9486 4.4488 -0.020 0.005 0.002
C -3.6317 0.7778 1.8170 0.111 -0.090 -0.096
H 0.0230 1.7023 -7.1789 -0.010 0.002 0.010
H -1.4203 -1.4932 3.6453 -0.026 -0.080 -0.049
Ti 2.1139 -1.6474 0.1387 -1.903 -0.937 -1.421
C 1.9914 -5.1007 1.2269 -0.050 -0.146 -0.031
H 0.3943 -0.1753 6.7146 -0.002 0.005 -0.011
C 0.0647 -3.0477 3.7590 0.040 0.030 0.069
H 2.7697 3.5673 1.6810 -0.004 -0.012 0.005
S 3.0295 -0.3015 -1.5832 -0.604 0.397 -1.020
H -4.9782 1.2318 0.1815 -0.002 -0.017 0.008
H 1.3820 3.4322 2.7286 -0.005 0.000 -0.006
C -2.2109 -3.8205 0.2173 0.027 0.040 0.049
H 0.5911 -3.6135 4.5353 -0.033 -0.010 -0.013
H -1.2599 -1.7221 -6.2995 0.002 0.007 -0.009
C 0.2438 4.4354 -0.1018 -0.229 0.286 -0.250
H 0.1248 6.6116 -1.8976 -0.010 -0.012 -0.010
H -3.8841 -1.9636 1.3787 0.012 -0.023 -0.022
C 2.2651 -0.0142 -4.2152 0.195 -0.035 -0.395
H 1.7425 5.0006 1.9578 0.001 -0.001 -0.002
C -3.7269 0.2456 3.2496 -0.045 0.041 0.035
C -3.0490 -1.5106 0.8617 0.191 -0.194 -0.219
Sb 6.0985 -0.7630 2.7017 -0.079 -0.674 0.329
Se 6.2513 1.7616 3.5161 0.110 0.138 0.041
C 3.1474 -5.9861 3.1098 0.031 -0.027 0.037
H -3.1131 -4.1034 0.7647 0.015 0.001 -0.007
C 0.7758 2.1332 0.2929 0.059 0.206 0.201
F 3.1566 -6.7704 4.2290 -0.036 0.028 0.036
H -2.7474 -0.4527 -4.6646 0.007 0.012 -0.005
C -0.0598 0.2517 -4.8429 0.029 -0.036 -0.179
H -0.9639 2.5618 -5.9920 -0.001 -0.010 -0.017
H -2.7802 3.5226 -2.7401 0.011 0.019 -0.003
N -0.4591 0.1959 -3.6021 0.132 -0.057 0.136
C 1.9868 -5.8870 2.3727 -0.064 0.050 -0.114
H -2.7312 0.1617 3.6905 -0.034 0.048 0.006
H -1.3412 -4.2404 0.7331 -0.004 0.008 -0.006
H -3.7103 2.8347 2.4618 0.017 -0.014 -0.013
C 3.7109 -0.1933 -4.5943 -0.057 0.014 0.043
H 1.0851 -4.9986 0.6395 -0.019 0.036 0.021
H -2.2366 -4.2818 -0.7711 -0.003 0.000 -0.008
H -2.9642 2.6074 0.8563 -0.006 0.008 0.023
C -1.3536 5.0044 -2.0393 0.051 -0.033 0.047
H -5.4822 -0.1556 1.1511 0.001 0.008 -0.004
C 1.6342 -1.1069 5.2405 0.001 0.039 -0.095
H 0.3103 5.5711 -3.3152 -0.012 0.007 0.006
C 0.9042 3.5312 0.6490 0.160 -0.482 0.236
C -3.0542 2.1933 1.8610 -0.011 0.024 0.023
C 1.0307 -2.1243 3.0748 0.089 0.253 0.084
S 0.2812 -2.6113 -1.2699 -0.224 0.189 0.599
H -3.0137 4.9620 -0.6383 0.005 0.013 -0.011
H 3.8235 -0.1488 -5.6794 0.001 -0.002 0.008
C 0.2781 -0.5807 5.7051 -0.011 -0.105 0.012
H -0.2799 -3.7473 3.0019 0.013 0.008 -0.044
H -2.0540 2.1952 2.2988 -0.011 -0.003 -0.009
H 5.1856 -4.0380 1.2892 0.001 0.020 0.015
C -2.1108 4.2800 -3.1494 -0.018 -0.010 -0.036
C -1.1157 -2.2670 4.3550 0.063 -0.007 0.062
H 4.0948 -1.1513 -4.2386 -0.007 -0.018 -0.003
H 2.4393 -0.4303 5.5171 0.007 0.013 0.003
C -2.3616 5.6981 -1.1130 -0.013 0.004 0.007
H 4.0797 -3.3368 -0.8072 0.038 0.069 0.027
Se 5.3570 -1.6247 4.8680 0.019 0.020 -0.368
N 0.5122 0.0866 -2.6176 -0.018 0.242 -0.041
C 1.7459 3.9182 1.8220 -0.031 -0.020 -0.020
C -2.7624 -0.1576 0.9567 0.026 0.190 0.029
C -5.0332 0.8374 1.1988 -0.046 0.037 0.040
H -1.4264 3.7664 -3.8258 -0.009 0.010 0.021
Se 8.0938 0.8188 4.4404 0.047 0.376 0.053
H 1.8659 -2.0632 5.7175 0.017 -0.004 0.001
N -1.7817 0.4679 0.3405 0.133 -0.271 0.035
C 1.2885 0.1806 -5.2280 -0.026 0.038 0.165
O 1.1235 -2.1585 1.8331 -0.446 -0.258 -0.283
C -0.5352 4.0170 -1.2184 0.047 0.132 0.168
C 1.8610 -0.0598 -2.9153 -0.016 -0.187 0.600
H -0.5172 -2.4484 6.4101 -0.033 0.030 0.017
N -0.9921 -0.3075 -0.5595 -0.347 -0.360 0.160
B -0.0781 0.4097 -1.2954 0.030 0.298 -0.095
C -1.1691 0.4042 -5.8876 0.103 -0.004 0.097
C -2.1016 -2.3206 0.1322 -0.570 -0.234 0.421
H -0.1696 -0.8428 -7.3754 -0.009 -0.002 0.010
H 4.3421 0.5773 -4.1459 -0.009 0.010 -0.003

***

Entry 2:
112
Properties=species:S:1:pos:R:3:forces:R:3 method="wB97M-V/def2-TZVPD" homo_ev="-11.8 / -12.6" orbital_gap_ev="7.27 / 4.77" e_above_lowest_kcal_mol=4.2 energy_ha=-4066.9731 total_charge=+2 spin_multiplicity=5
H 2.1246 0.8203 -3.8928 0.005 -0.030 -0.009
H -5.7714 0.1275 2.5093 -0.010 -0.025 0.002
H -4.5218 3.7588 -1.0981 0.057 -0.010 -0.026
H -4.4489 -3.2685 1.3447 0.015 -0.016 0.033
H -1.8220 7.5383 -0.4610 0.017 0.003 -0.020
H -4.5986 -0.5071 -2.3440 0.023 0.036 0.066
H 5.8312 4.9702 5.5831 -0.008 -0.029 -0.013
H -5.1827 -2.0693 -0.2017 0.001 0.042 0.060
Te 1.2457 2.1228 2.4514 0.165 0.197 0.387
H -3.2089 5.9651 -0.2122 0.069 -0.023 -0.004
H -2.1882 -0.8219 3.0800 0.000 0.003 0.018
S -0.5457 -0.6867 -1.6311 0.057 0.086 0.036
C 0.0042 -7.2934 -1.6934 0.007 -0.018 -0.031
C 5.4953 2.8558 5.4272 0.019 -0.033 0.019
C 1.9560 -0.2571 -3.8381 -0.071 0.056 0.037
S 0.1833 2.6396 -1.3665 0.182 -0.024 -0.012
C 0.9631 5.5218 -0.4754 -0.021 -0.027 -0.033
H -2.8074 2.3808 -4.5707 0.004 -0.047 0.016
H 4.1275 5.5484 3.8969 0.009 -0.033 0.012
H 3.0116 3.9422 1.4857 -0.015 0.005 -0.033
C 0.4227 -2.1481 -4.5657 -0.105 0.099 0.037
C 2.5552 3.8331 2.4685 -0.011 -0.061 -0.218
C -0.4931 5.8174 -0.1455 0.072 0.066 0.065
C -0.3415 -5.3643 -0.3023 0.040 -0.085 0.042
H -0.0382 6.7141 1.7617 0.000 -0.025 -0.008
C -4.5497 -1.2038 -0.2617 0.053 -0.117 0.007
N -2.0198 1.1276 -3.0321 0.033 -0.178 -0.155
N -0.2422 -2.9978 0.5467 0.197 0.054 0.008
H -3.4460 0.3621 3.4854 0.028 -0.010 -0.005
H -0.4891 -2.3883 -5.1161 0.037 -0.006 0.008
C -4.1377 -1.2656 2.2010 -0.092 -0.057 0.156
H -5.8359 -1.3180 3.5248 0.001 -0.005 -0.018
H -0.1032 -7.7917 -2.6480 0.005 0.004 0.030
C 3.4397 -3.2092 -0.0271 0.089 -0.160 -0.003
C 5.2681 4.1842 5.0967 -0.011 0.051 -0.002
N -0.4492 0.1603 -4.2370 -0.077 0.113 -0.025
C 1.0772 -2.6255 0.5216 -0.079 -0.186 -0.143
H 2.8374 -4.7500 2.3086 0.018 0.019 -0.003
H 1.8346 -0.5373 -2.7926 0.024 -0.004 -0.012
H -0.3599 4.9707 1.8439 -0.012 -0.004 0.023
H 1.3164 4.6169 0.0069 0.027 -0.016 -0.012
C 3.7954 2.1740 3.8674 -0.036 0.053 0.005
H 0.3035 -2.4626 -3.5318 -0.017 -0.004 0.037
H -1.0043 -5.5037 -2.3357 0.009 -0.028 0.021
H 1.5536 6.3620 -0.1073 -0.035 0.012 -0.017
C -4.2547 -0.4386 -1.3251 0.043 0.018 -0.073
H 1.2872 0.7134 -6.2920 0.007 -0.025 -0.013
C -2.8143 5.0257 -0.5524 0.045 0.031 -0.005
B -3.0096 1.6579 -1.9434 0.109 0.105 0.195
H 3.9772 -5.2883 0.1342 0.039 0.007 -0.002
C -1.0988 1.0601 -5.0338 0.113 -0.147 -0.065
H 4.0622 -3.5218 2.6512 -0.007 -0.034 0.000
H -3.4747 -1.2409 4.2097 -0.018 -0.006 -0.013
H -4.0281 1.9147 -2.5213 0.026 -0.029 -0.085
H 3.6630 -2.2628 0.4527 -0.048 0.083 0.025
C -0.6620 5.9086 1.3725 -0.007 -0.015 -0.058
H 5.2616 -4.1540 0.5137 -0.012 -0.027 -0.059
H 2.8396 -0.7628 -4.2283 -0.029 0.001 -0.011
H 0.3435 -5.5364 1.7343 0.017 0.010 -0.039
H -0.8538 -2.2307 0.7912 -0.068 0.055 0.053
H 3.7201 -3.1360 -1.0791 -0.049 0.030 -0.017
H 0.1959 -0.6066 -6.7920 0.039 0.007 -0.009
H 1.8919 -0.9286 -6.4539 -0.010 -0.005 0.018
H 2.6830 0.3071 3.8597 -0.033 0.013 0.010
H -0.8466 1.2242 -6.0643 0.011 -0.019 0.038
C 1.0322 -0.3371 -6.1446 -0.073 0.080 0.014
S -2.0786 1.3787 1.3362 0.271 -0.285 -0.056
Rh -0.0410 0.7637 0.3370 -0.252 -0.031 -0.089
N -3.8673 -0.6949 0.8268 0.059 0.099 0.053
H 0.9968 -8.9505 -0.7595 0.005 0.010 -0.011
C -3.1622 0.3869 0.4059 -0.167 -0.208 -0.199
C -1.2928 3.4962 -1.0914 -0.078 0.168 0.047
H 1.1285 5.4352 -1.5488 0.012 -0.029 0.010
C -0.9566 -4.0269 -0.1281 -0.059 -0.033 -0.065
C -3.4657 3.9387 -0.9911 -0.002 -0.113 0.037
C -0.4938 -6.0119 -1.5265 -0.010 0.065 -0.045
H -6.2845 -1.4241 1.8205 0.004 0.014 0.029
C -2.0789 1.6387 -4.2906 -0.051 0.109 0.174
C -3.2480 -0.6909 3.2962 0.002 0.051 -0.058
O -2.0758 -3.7663 -0.4876 -0.024 0.087 -0.046
H -4.2336 -3.2117 3.0906 -0.009 0.020 0.001
H 1.6824 -4.3510 -0.2696 -0.028 -0.086 0.032
C -3.9037 -2.7766 2.1479 0.042 0.026 -0.060
C 4.1961 -4.3473 0.6486 -0.096 0.031 0.137
C 0.2687 -6.0221 0.7667 0.068 0.145 0.054
H 1.9809 4.7276 2.6959 -0.047 -0.020 0.007
C -0.8760 7.1373 -0.8232 -0.055 -0.036 -0.006
C 0.7467 -7.3116 0.5992 0.025 -0.033 -0.008
H 4.9287 0.8161 5.0836 -0.011 0.022 0.002
H -0.1067 7.8796 -0.6142 -0.020 -0.012 0.024
H 1.2067 -7.8273 1.4320 -0.020 -0.001 -0.015
C -5.6011 -0.9504 2.5263 0.058 0.009 -0.065
C 4.7586 1.8526 4.8164 0.009 0.007 0.009
C 0.6233 -7.9432 -0.6327 -0.018 0.038 0.034
N -3.3898 0.5516 -0.9108 -0.096 0.101 0.034
H -2.8421 -3.0027 2.0288 -0.050 0.013 -0.027
C -1.0202 0.2164 -2.9980 -0.011 0.004 0.038
H 1.2440 -2.7152 -5.0044 -0.010 0.027 0.012
H 3.5096 0.6621 2.3358 -0.010 0.011 0.001
N -2.5221 2.9894 -1.3312 -0.152 -0.030 -0.125
C 3.5738 3.5071 3.5290 -0.001 -0.054 0.031
C 3.8789 -4.4683 2.1370 0.036 0.011 -0.069
N 1.9918 -3.4395 0.0456 -0.104 0.068 -0.011
C 0.7415 -0.6550 -4.6800 0.153 -0.131 -0.023
H 4.5061 -5.2283 2.6016 -0.031 0.013 0.004
H -1.6943 6.1143 1.6552 0.011 0.014 0.003
H -0.9393 7.0092 -1.9046 0.016 0.018 0.013
H 6.2393 2.6014 6.1712 -0.025 0.007 -0.023
C 2.9863 1.1033 3.1842 -0.024 -0.081 -0.078
S 1.4778 -1.0730 1.1394 -0.041 0.208 -0.003
C 4.3082 4.5100 4.1511 0.009 0.012 -0.014
N -1.4556 4.7616 -0.6289 -0.039 0.009 0.084